ORCA calculation (ωB97M-V with the def2-TZVPD basis set) on a molecular structure, C4H8ILa at a distorted geometry.

Summary:
Gap between HOMO and LUMO = 3.2563 eV
Max |F| = 0.1579 Eh/bohr
Charge = +2
HOMO energy = -13.4 eV
Lowest unoccupied orbital energy = -10.16 eV

Each line ends with the Löwdin charge.
Geometry (Å):
C (-1.1918, -1.4579, -0.3839)  0.156
C (0.0376, -0.8356, -0.7993)  -0.315
C (0.6228, 0.0028, 0.2876)  -0.423
C (-0.2582, 1.2575, 0.7083)  -0.744
I (-1.0052, 2.3767, -0.9520)  1.096
H (-1.1270, -2.1344, 0.4454)  0.091
H (-1.7231, -1.9363, -1.1782)  0.089
H (0.7447, -1.6461, -0.9742)  0.161
H (-0.0457, -0.3118, -1.7298)  0.093
H (0.8173, -0.5839, 1.1875)  0.143
H (1.6210, 0.3575, -0.0940)  -0.036
H (0.3978, 1.9978, 1.2439)  -0.131
H (-1.0184, 1.0130, 1.4184)  0.086
La (2.1283, 1.9007, 0.8202)  1.734


ORCA calculation (ωB97M-V with the def2-TZVPD basis set) on a gas-phase ion, C4H8IN2 (charge +1) at a distorted geometry.

Summary:
Gap between HOMO and LUMO = 9.4468 eV
Max |F| = 0.0674 Eh/bohr
Charge = +1
HOMO energy = -14.1 eV
Energy relative to the best compared isomer or geometry (same formula, charge and spin) = 57.8 kcal/mol
SMILES = C[N@@H+]1CC=N[C@H]1I
Lowest unoccupied orbital energy = -4.63 eV

Each line ends with the Löwdin charge.
Geometry (Å):
C (0.0899, 1.7365, -0.0713)  -0.089
C (0.6453, 0.6600, -0.8613)  -0.110
C (-1.1696, 0.1750, 0.7926)  -0.583
C (0.9130, -1.3655, 0.4465)  -0.050
N (-0.9068, 1.4769, 0.6582)  0.039
N (0.0588, -0.5244, -0.2881)  -0.149
I (-3.1209, -0.3519, -0.0818)  0.901
H (0.1890, 2.7509, -0.4804)  0.157
H (0.1073, 0.9309, -1.8177)  0.180
H (1.6539, 0.7504, -1.0766)  0.129
H (-1.2068, -0.4876, 1.6519)  0.076
H (0.2786, -2.2301, 0.7167)  0.118
H (1.8453, -1.6990, -0.1298)  0.140
H (1.2559, -0.8264, 1.4110)  0.149
H (-0.6329, -0.9958, -0.8699)  0.093


ORCA calculation (ωB97M-V with the def2-TZVPD basis set) on 2 unconnected molecules or ions with the total composition C4H8IN2 at a distorted geometry.

Summary:
Gap between HOMO and LUMO (spin up / spin down) = 7.4546 / 6.2930 eV
Max |F| = 0.0676 Eh/bohr
Charge = +1
HOMO energy (spin up / spin down) = -12.8 / -12.3 eV
Energy relative to the best compared isomer or geometry (same formula, charge and spin) = 50.3 kcal/mol
Lowest unoccupied orbital energy (spin up / spin down) = -5.30 / -6.00 eV

Each line ends with the Löwdin charge.
Geometry (Å):
C (1.0734, -1.3110, 0.6993)  -0.034
C (-0.1613, -0.5680, -1.0382)  -0.097
C (-0.1468, 0.4456, 0.0634)  -0.421
C (-0.3759, 1.9183, -0.1249)  -0.058
N (0.7114, -0.0837, 0.9982)  0.110
N (0.4849, -1.7736, -0.4164)  0.146
I (-2.7727, -0.0650, 1.4724)  0.213
H (1.8009, -1.7665, 1.2799)  0.150
H (-1.1679, -0.9110, -1.3300)  0.132
H (0.1447, -0.2653, -2.0001)  0.128
H (-1.4657, 2.0809, -0.3756)  0.084
H (0.4273, 2.0720, -0.9283)  0.129
H (-0.2282, 2.3523, 0.9157)  0.110
H (1.1940, 0.5495, 1.6824)  0.220
H (0.4818, -2.6746, -0.8979)  0.187


ORCA calculation (ωB97M-V with the def2-TZVPD basis set) on C4H8INS in the gas phase at a distorted geometry.

Summary:
Gap between HOMO and LUMO = 9.1890 eV
Max |F| = 0.0960 Eh/bohr
HOMO energy = -8.7 eV
Energy relative to the best compared isomer or geometry (same formula, charge and spin) = 28.5 kcal/mol
SMILES = CSCC/N=C\I
Lowest unoccupied orbital energy = 0.54 eV

Each line ends with the Löwdin charge.
Geometry (Å):
C (-0.7512, -1.0064, 0.1290)  -0.275
C (-0.7996, 0.0447, 1.3087)  -0.429
C (1.3523, -1.8963, -0.4756)  -0.634
C (-0.0205, 2.1531, -0.4319)  -0.388
N (0.4106, -1.8117, 0.2921)  -0.048
S (0.5725, 1.2560, 1.0887)  0.752
I (1.7537, -1.0106, -2.3755)  0.747
H (-1.6524, -1.5612, 0.1446)  0.113
H (-0.5373, -0.4671, -0.7160)  0.005
H (-1.6958, 0.5167, 1.3857)  0.032
H (-0.6676, -0.5345, 2.1759)  0.056
H (2.2254, -2.4563, -0.2590)  0.019
H (-1.0212, 1.9336, -0.4217)  -0.025
H (0.4696, 1.6009, -1.3798)  0.013
H (0.3616, 3.2390, -0.4652)  0.063